The following is a DFT calculation (ωB97M-V with the def2-TZVPD basis set) of a molecular structure, C2H6OSSn at a distorted geometry.

Cartesian coordinates (Å):
H  0.83617  -1.72107  -0.95672
S  0.08244  0.57634  -0.68400
H  -0.86559  -1.42413  -1.41303
C  1.32968  0.68834  0.75309
O  -1.31782  0.86027  -0.18031
Sn  -4.15504  1.73480  -0.14346
H  1.20721  1.67532  1.19916
H  -0.42530  -1.62226  0.32929
C  -0.10461  -1.26454  -0.64912
H  2.28048  0.56677  0.23415
H  1.13235  -0.06987  1.51090

relative energy (zero: lowest compared OMol25 entry of this formula, charge and spin): 1.5 kcal per mole
LUMO (spin up / spin down): -16.520 / -16.688 eV
orbital gap (spin up / spin down): 7.64 / 7.28 eV
2S+1: 2
total charge: +3

Results of the natural (NBO) charge analysis, in e, for atoms 1 through 4: 0.308 1.414 0.270 -0.679